# 1
This record from OMol25 describes a structure of composition C16H21MnN5O3 in a non-equilibrium geometry. The level of theory is ωB97M-V/def2-TZVPD.

Summary:
**Charge**: +4
**Spin multiplicity**: 4
**Energy relative to the best compared isomer or geometry (same formula, charge and spin)**: 0.00 kcal/mol
**E_HOMO (alpha / beta)**: -22.435 / -22.424 eV
**Max |F|**: 0.10387 Eh/bohr
**Frontier orbital gap (alpha / beta)**: 0.2779 / 0.2303 hartree
**⟨S²⟩**: 3.80

The geometry in XYZ format:
```
46
Properties=species:S:1:pos:R:3:forces:R:3:mulliken_charge:R:1
N 0.799629 1.278078 -0.370183 -0.2856 2.0141 -0.8385 -0.24
C 0.815056 2.442654 -0.239601 0.0041 -2.5364 0.0970 0.71
C 0.809866 3.860005 -0.000852 -0.0558 0.6376 0.0458 -1.20
H -0.228243 4.228299 0.027665 0.2923 -0.1252 0.0050 0.34
H 1.347287 4.391691 -0.802359 -0.0626 -0.1754 0.2252 0.42
H 1.298555 4.079072 0.959185 -0.0305 -0.0330 -0.2383 0.35
N 1.920183 -1.265822 -0.924755 2.2015 -1.3687 -0.7320 -0.06
C 2.898679 -1.898178 -0.887178 -1.8226 1.2137 0.8566 0.84
C 4.078913 -2.650987 -0.616509 0.6056 -0.5283 -0.2911 -1.15
H 4.908018 -2.301155 -1.247707 -0.1162 -0.0457 0.1461 0.40
H 3.896648 -3.714335 -0.831629 0.0587 0.1993 0.1062 0.35
H 4.351392 -2.526520 0.439618 -0.0840 0.0086 -0.1016 0.33
N -0.758743 -1.240391 -0.471977 -2.4250 -0.8270 -0.1732 -0.07
C -1.809916 -1.710972 -0.271683 2.1886 0.8540 -0.0213 0.87
C -3.087642 -2.274702 0.044072 -0.5760 -0.2448 0.1878 -1.27
H -2.972299 -3.033637 0.827324 0.0356 0.0276 -0.0682 0.38
H -3.537599 -2.751140 -0.837764 0.1464 0.0471 0.0990 0.41
H -3.769820 -1.486693 0.391200 0.1546 -0.1474 -0.1053 0.35
Mn 0.454130 -0.315127 -1.701139 0.6348 0.0511 5.3032 0.16
C 0.880815 -2.275967 1.788822 -1.9559 -2.0159 1.5973 0.14
O 0.113054 -2.786578 2.467484 1.6807 1.2283 -1.4438 -0.19
C 2.383315 0.023742 1.751999 1.7185 2.2990 1.1165 0.19
O 2.951176 0.889745 2.238722 -1.2698 -1.7147 -0.8776 -0.22
C 1.034847 1.027327 -3.221456 0.5615 0.4120 -1.1621 -0.22
C -0.347709 1.083665 -2.949036 -0.7548 0.3891 -0.8458 -0.32
C -1.116283 -0.098506 -2.994367 -0.6186 0.6807 -0.9486 -0.46
C -0.498431 -1.318495 -3.322338 -0.2472 -0.6198 -1.0130 -0.27
C 0.891197 -1.391749 -3.452708 -0.3800 -0.6097 -0.8114 -0.43
C 1.664838 -0.209370 -3.410767 0.3702 0.8820 -0.8740 -0.45
H 1.629586 1.937414 -3.189683 -0.0105 -0.1725 0.0697 0.52
H -0.829780 2.020266 -2.675125 0.1523 -0.1697 -0.0941 0.57
H -2.177763 -0.055245 -2.759806 0.1986 -0.0323 -0.0702 0.57
H -1.095405 -2.224823 -3.385198 0.1358 0.0142 0.1460 0.52
H 1.374421 -2.356354 -3.579528 -0.0716 0.0851 0.0427 0.57
H 2.745119 -0.263756 -3.505773 -0.0997 0.0560 0.0452 0.55
C -3.365974 0.334847 3.390441 -0.1154 0.3268 -0.6478 -0.49
N -2.351498 1.357746 3.514926 -2.1952 -1.0376 -0.3377 0.01
C -1.045057 1.157746 3.115587 3.9162 -0.1019 -0.9174 0.52
N -0.294073 2.334193 3.213497 -1.1580 -1.4543 0.1881 -0.35
O -0.611275 0.099352 2.655855 -1.6550 1.7215 0.6549 -0.33
H -3.100663 -0.380098 2.596190 0.3306 0.2314 0.4899 0.06
H -4.341033 0.791838 3.158098 0.3129 0.0457 0.4447 0.39
H -3.449354 -0.237498 4.329132 0.0131 0.0565 0.2062 0.36
H -2.655702 2.309256 3.713154 -0.0435 0.1601 0.4053 0.35
H 0.686178 2.197129 3.011193 0.1608 0.0016 0.2016 0.20
H -0.488642 2.924017 4.014936 0.1600 0.3173 -0.0669 0.30
```
Forces are in eV/Å.

***

# 2
This record from OMol25 describes an isolated molecule of C16H21N3O2 in a non-equilibrium geometry. The level of theory is ωB97M-V/def2-TZVPD.

Summary:
**Energy relative to the best compared isomer or geometry (same formula, charge and spin)**: 96.95 kcal/mol
**E_HOMO**: -8.994 eV
**Max |F|**: 0.02279 Eh/bohr
**Frontier orbital gap**: 0.3614 hartree

The geometry in XYZ format:
```
42
Properties=species:S:1:pos:R:3:forces:R:3:mulliken_charge:R:1
O 2.738553 -0.007659 -2.312932 0.2190 -0.4430 -0.0829 -0.57
C 1.866690 1.092307 -2.214327 -0.4791 0.2895 -0.0805 -1.11
H 1.356804 1.247614 -3.177504 0.0525 0.0791 0.1325 0.35
C 0.792286 0.954121 -1.136653 0.1773 0.0972 -0.3311 0.04
N 1.300690 1.109242 0.216702 0.0150 0.0171 0.1081 0.24
C 2.331208 0.151093 0.582414 0.2142 0.1766 0.1865 -1.45
C 1.816646 -1.247447 0.605812 -0.1473 -0.3840 -0.3134 0.80
N 1.428331 -1.959963 -0.412212 0.3273 0.4111 -0.0997 -0.20
C 0.946726 -3.101131 0.165361 0.2864 0.2278 0.3979 0.46
N 1.039129 -3.079558 1.464250 -0.4194 -1.0942 0.0137 -0.63
O 1.602059 -1.874631 1.765417 0.3020 0.7428 -0.1424 -0.15
C 0.358409 -4.213277 -0.615574 -0.2426 -0.1711 0.1064 -0.85
C -1.158419 -4.123677 -0.700214 0.0881 -0.0993 -0.0706 -0.14
C -1.967158 -3.741693 0.500392 -0.0952 -0.1280 0.1209 -0.57
C -1.862096 -2.801536 -0.662758 -0.0773 0.1284 -0.1444 -0.08
H -2.726131 -2.659004 -1.294105 -0.0683 -0.0669 -0.0304 0.32
H -1.267276 -1.907641 -0.548274 0.1061 0.0503 0.0589 -0.27
H -2.905996 -4.246107 0.670171 -0.0723 -0.0491 -0.0713 0.28
H -1.433296 -3.497578 1.406516 0.0713 0.0634 0.0200 0.25
H -1.573742 -4.881295 -1.353648 -0.0963 0.0455 0.0291 0.36
H 0.631554 -5.156744 -0.138010 0.0308 0.0087 -0.0981 0.33
H 0.780844 -4.181870 -1.622213 0.0454 -0.0367 0.1032 0.34
H 3.140112 0.220894 -0.147338 -0.0672 -0.1096 0.2123 0.51
H 2.708415 0.403729 1.575851 0.0156 -0.0183 -0.0630 0.52
C 0.212503 1.163863 1.184039 0.0681 0.0258 0.0313 -0.65
C -0.573681 2.438755 1.031517 -0.1065 -0.0167 0.0393 0.28
C 0.097216 3.649708 0.908587 -0.0341 -0.0256 0.0251 -0.25
C -0.608953 4.830663 0.776210 0.0544 0.0594 0.0096 -0.63
C -1.994373 4.815691 0.771760 -0.1003 0.0585 -0.0135 -0.37
C -2.668585 3.613827 0.895760 -0.1077 0.0638 0.0036 -0.68
C -1.960903 2.430283 1.021340 0.0998 -0.0478 0.0273 -0.28
H -2.492322 1.493248 1.114173 -0.0307 -0.1078 -0.0076 0.38
H -3.748585 3.595224 0.891099 -0.0861 0.0064 -0.0061 0.38
H -2.546456 5.738364 0.670628 -0.0437 0.0731 -0.0132 0.38
H -0.078893 5.766758 0.678664 0.0457 0.0772 -0.0052 0.38
H 1.176396 3.649816 0.907421 0.1268 0.0126 -0.0194 0.38
H -0.468644 0.298940 1.097974 0.0431 0.0252 0.0554 0.17
H 0.654514 1.140764 2.185708 -0.0284 -0.0958 -0.0371 0.45
H 0.282073 -0.016276 -1.274659 -0.0583 0.1945 0.0014 -0.10
H 0.054864 1.746834 -1.285502 0.0218 -0.0730 -0.0744 0.53
H 2.491722 1.965000 -2.009483 -0.0969 0.0222 -0.0205 0.38
H 2.227767 -0.819653 -2.182361 0.0470 0.0107 0.0426 0.41
```
Forces are in eV/Å.

***

# 3
This record from OMol25 describes an isolated molecule of C16H21N3O3 in a non-equilibrium geometry. The level of theory is ωB97M-V/def2-TZVPD.

Summary:
**Energy relative to the best compared isomer or geometry (same formula, charge and spin)**: 55.96 kcal/mol
**E_HOMO**: -7.874 eV
**Max |F|**: 0.07615 Eh/bohr
**Frontier orbital gap**: 0.2964 hartree

The geometry in XYZ format:
```
43
Properties=species:S:1:pos:R:3:forces:R:3:mulliken_charge:R:1
C 2.941427 0.395873 -0.053650 -1.7180 -0.4621 -1.0063 0.50
C 2.002778 0.310400 1.157718 0.6427 0.5264 -1.0723 -0.18
C 3.643563 -0.915738 -0.125372 2.9304 -0.9883 -1.2602 0.24
C 4.806918 -0.979278 -1.186162 0.4365 0.1280 1.4562 -1.54
C 2.774325 -2.133344 -0.296308 -1.9740 0.1057 0.4540 -1.33
C 0.104954 1.426027 -0.046159 1.6016 0.1926 -1.0215 -0.47
C -0.798882 2.542768 0.451790 1.3937 -0.3331 1.3586 0.42
C -0.505261 0.271345 -0.783715 -1.5932 -1.1897 -0.3860 0.26
C -1.606293 -0.366416 0.043958 1.6782 -0.3129 1.3425 0.42
C -1.462731 -0.985836 1.297132 0.1726 0.1471 -1.7185 -0.71
C -2.987036 -0.275116 -0.199772 -0.2569 0.2453 -2.0912 0.69
C -3.656427 -0.782221 0.885495 -1.1666 -0.8661 1.4973 -0.46
C -3.704017 0.044189 -1.366627 -1.6669 0.2928 0.4076 -0.60
C -5.048536 -0.804008 0.928575 -0.7503 -0.3805 0.5914 -0.63
C -5.136876 0.008056 -1.304178 3.2189 1.0626 -1.9606 -0.74
C -5.766702 -0.404102 -0.175157 -0.2429 0.0273 1.1999 -0.48
H 3.277373 2.403280 0.136488 -0.0726 0.2893 0.2354 0.29
H 4.328444 1.398913 0.936686 0.1756 0.4576 0.2363 0.31
H 2.330726 0.457618 -0.984837 0.4505 0.3539 0.3957 0.33
H 4.176733 -1.041265 0.792052 0.2567 -0.0068 0.9673 0.30
H 5.548525 -0.173621 -0.982612 -0.6344 -0.4092 -0.4757 0.34
H 4.468638 -0.978990 -2.202482 -0.2970 0.3711 -0.6675 0.35
H 5.357537 -1.931857 -1.062619 -0.3281 0.3579 0.0956 0.43
H 3.325250 -3.057292 -0.501870 0.0737 0.2983 0.3330 0.47
H 2.131462 -1.974146 -1.184056 0.0086 -0.1955 0.3141 0.24
H 2.101730 -2.267351 0.618129 0.8167 -0.0546 -1.2647 0.21
H 0.570205 1.311530 1.989752 -0.7967 -0.0945 -0.0106 0.30
H 0.839996 1.850966 -0.773495 -0.4272 0.3236 0.4207 0.69
H 0.247440 -0.515241 -0.969365 -0.0029 0.6804 -0.1932 -0.23
H -0.902050 0.643019 -1.754467 0.1548 -0.4876 0.4250 0.41
H -0.572896 -1.396754 1.782827 -0.4209 0.5266 -0.0777 0.45
H -2.891046 -1.785310 2.652584 0.0857 0.8837 -1.2709 0.27
H -3.166573 0.316418 -2.281861 -0.3917 0.0732 0.3481 0.37
H -5.682792 -1.095802 1.768745 0.7790 -0.1516 0.1371 0.33
H -5.654059 0.447705 -2.145262 -0.2895 -0.3814 -0.1041 0.36
H -6.831865 -0.346204 -0.079936 -0.4295 -0.0902 -0.1339 0.40
H -0.824485 3.153351 -1.309079 -0.4435 0.3716 0.4497 0.43
N 3.815134 1.556088 0.080738 0.0868 -0.9901 -0.3222 -0.68
N 0.808876 0.942151 1.080850 0.6183 -0.0022 1.7752 0.00
N -2.713851 -1.248655 1.780034 -0.3576 -0.6530 1.4767 0.01
O 2.417124 -0.165563 2.189704 -0.1076 -0.0765 0.8431 -0.65
O -0.935093 2.708491 1.633084 -0.8089 0.2211 -0.2285 -0.60
O -1.171669 3.435916 -0.437280 -0.4041 0.1900 -1.4950 -0.52
```
Forces are in eV/Å.

***

# 4
This record from OMol25 describes an isolated molecule of C16H21N3O4 in a non-equilibrium geometry. The level of theory is ωB97M-V/def2-TZVPD.

Summary:
**Energy relative to the best compared isomer or geometry (same formula, charge and spin)**: 119.47 kcal/mol
**E_HOMO**: -9.382 eV
**Max |F|**: 0.03266 Eh/bohr
**Frontier orbital gap**: 0.3145 hartree

The geometry in XYZ format:
```
44
Properties=species:S:1:pos:R:3:forces:R:3:mulliken_charge:R:1
N -1.406111 -0.899562 1.283834 0.2692 -0.1787 0.0421 -0.38
C -2.033066 0.171926 0.731031 0.9527 0.0039 0.2216 0.48
N -1.469501 1.274722 0.408559 -0.1290 1.0107 -0.6085 -0.64
O -0.098831 1.358822 0.755627 -0.8140 -1.3039 0.6763 0.00
C 0.598724 2.302105 0.086937 0.2351 0.5225 -0.2484 0.43
O 0.154801 3.010886 -0.766706 0.0387 -0.0855 0.0331 -0.55
C 2.033661 2.278037 0.564696 0.0143 -0.0129 -0.1253 -0.71
H 2.080100 1.840973 1.561247 0.0273 0.0564 0.0180 0.30
H 2.388507 3.308361 0.607018 -0.0903 -0.0223 0.0504 0.46
C 2.909465 1.491835 -0.421654 -0.2023 -0.1504 0.0579 -1.05
H 2.871484 2.001114 -1.386979 0.0855 0.0285 -0.0124 0.43
H 3.938261 1.527974 -0.064311 0.0562 0.0699 -0.0451 0.37
C 2.466437 0.037714 -0.629921 -0.0196 -0.0269 -0.1139 0.77
C 3.274629 -0.629330 -1.749805 0.0447 0.1643 0.0508 -1.30
C 4.719346 -0.906288 -1.342351 -0.1190 -0.2576 -0.0667 -0.62
C 4.765715 -1.767362 -0.084267 0.1700 0.2752 0.0582 -0.73
C 4.002862 -1.092888 1.051070 -0.1262 -0.2755 -0.0345 -0.73
C 2.559382 -0.821441 0.636220 0.0392 0.1933 0.0167 -0.92
H 2.023238 -0.341779 1.457224 -0.0981 -0.0357 0.0489 0.32
H 2.068948 -1.778138 0.435622 -0.0663 -0.0440 0.0311 0.39
H 4.497380 -0.157662 1.318852 0.0634 0.0495 0.0780 0.31
H 4.012085 -1.733946 1.935855 0.0359 0.0819 0.0513 0.36
H 5.802154 -1.939742 0.213087 -0.0010 -0.0942 -0.0064 0.36
H 4.312521 -2.739100 -0.295546 0.0051 -0.0885 -0.0016 0.31
H 5.243835 0.033486 -1.162635 0.0940 0.0475 -0.0185 0.31
H 5.233112 -1.417528 -2.159218 0.0618 0.0797 -0.0169 0.36
H 3.254818 0.001237 -2.640888 -0.0664 -0.0227 -0.0665 0.43
H 2.796173 -1.577996 -2.005966 -0.0312 -0.0380 -0.0661 0.40
H 1.417683 0.058546 -0.949637 0.0449 -0.0102 0.0033 0.34
C -3.466347 0.071560 0.407844 -0.5179 0.0050 -0.0942 0.49
C -4.215211 1.240929 0.260815 0.1202 -0.2261 0.0313 -0.46
C -5.560009 1.174906 -0.035217 -0.3114 -0.1483 -0.0755 -0.50
C -6.162808 -0.069763 -0.184850 1.3611 0.0244 0.2620 0.06
C -5.427824 -1.242102 -0.060093 -0.4279 0.0921 -0.0660 -0.57
C -4.081554 -1.168639 0.235140 0.1720 0.2769 0.0604 -0.57
H -3.507119 -2.079812 0.303326 0.0409 -0.0781 -0.0003 0.41
H -5.922273 -2.191541 -0.198396 0.0037 -0.0116 -0.0048 0.48
N -7.572221 -0.148289 -0.480349 -0.5530 -0.0505 -0.1062 0.99
O -8.058076 -1.252075 -0.609142 -0.1546 -0.2234 -0.0435 -0.61
O -8.185461 0.892219 -0.578276 -0.1677 0.2188 -0.0349 -0.61
H -6.156479 2.066718 -0.151456 0.0051 0.0261 0.0105 0.47
H -3.715054 2.188165 0.376163 -0.0016 0.1080 0.0221 0.48
H -1.937316 -1.608661 1.755947 -0.0124 0.0907 0.0210 0.27
H -0.450051 -0.768602 1.571558 -0.0311 -0.0403 0.0115 0.15
```
Forces are in eV/Å.

***

# 5
This record from OMol25 describes an isolated molecule of C16H21N3OS. The level of theory is ωB97M-V/def2-TZVPD.

Summary:
**Energy relative to the best compared isomer or geometry (same formula, charge and spin)**: 41.92 kcal/mol
**E_HOMO**: -8.212 eV
**Max |F|**: 0.01026 Eh/bohr
**Frontier orbital gap**: 0.3324 hartree

The geometry in XYZ format:
```
42
Properties=species:S:1:pos:R:3:forces:R:3:mulliken_charge:R:1
C 6.273991 -0.948111 -0.267035 -0.2465 0.2897 0.1792 -1.04
C 5.810762 0.430019 0.197382 0.3408 -0.1118 -0.2726 -0.42
O 4.732687 0.364791 1.107375 -0.2301 -0.0355 0.1671 -0.46
C 3.475426 0.098437 0.655677 -0.2252 -0.0238 0.1260 0.83
C 2.503525 -0.049785 1.646823 0.2549 0.0387 -0.0312 -0.71
C 1.190539 -0.301731 1.312099 0.0798 -0.0414 -0.1406 -0.23
C 0.803440 -0.417380 -0.018502 -0.1154 -0.0971 -0.0394 0.45
C 1.772201 -0.263358 -0.998849 -0.1627 -0.0650 0.1857 -0.94
C 3.095155 -0.012665 -0.677435 0.3554 0.1087 -0.0194 -0.26
H 3.811455 0.096346 -1.476853 0.1086 -0.0028 -0.0279 0.33
H 1.493387 -0.346973 -2.040778 -0.0208 -0.0217 -0.1142 0.38
C -0.643068 -0.613568 -0.400918 0.0477 0.0905 -0.1378 -1.34
N -1.311993 0.617142 -0.793705 0.0151 0.1367 -0.2137 -0.05
H -0.827942 1.028231 -1.587231 -0.0333 -0.0492 0.0530 0.35
C -1.428021 1.599010 0.267053 0.1217 0.3129 -0.0395 -0.77
C -2.333972 2.749626 -0.168738 0.0350 -0.3278 0.1658 -0.75
C -3.726646 2.270200 -0.554237 -0.1490 -0.0426 0.3342 -0.70
H -4.352543 3.102569 -0.871166 -0.0309 -0.0420 -0.0702 0.46
H -3.675862 1.504376 -1.325592 -0.0793 0.1683 -0.0504 0.42
S -4.579168 1.487332 0.861785 -0.0216 0.5244 -0.0538 -0.19
C -4.406411 -0.201305 0.462094 0.0565 -0.2029 -0.3014 0.47
N -4.611467 -1.047679 1.465120 -0.0584 0.3407 0.3923 -0.60
C -4.480462 -2.331355 1.192482 0.0757 -0.3194 -0.2964 -0.11
C -4.141690 -2.792150 -0.073973 -0.0091 0.1408 0.0627 -0.48
C -3.977895 -1.817476 -1.048426 -0.0079 -0.3629 0.1587 -0.25
N -4.114701 -0.532154 -0.788598 -0.1915 0.0918 -0.1132 -0.34
H -3.735841 -2.063680 -2.074722 0.0227 -0.1328 -0.0548 0.45
H -4.022406 -3.840774 -0.287689 0.0048 -0.1084 -0.0192 0.40
H -4.648647 -3.005773 2.022706 -0.0036 -0.1279 -0.0105 0.42
H -1.895596 3.251507 -1.035217 0.0531 0.0997 -0.0061 0.34
H -2.402068 3.472522 0.646107 0.0734 0.0955 -0.0375 0.36
H -1.874377 1.098430 1.131709 0.0522 0.0436 0.0283 0.39
H -0.453143 2.006017 0.586512 -0.1332 -0.0709 0.0415 0.39
H -0.719124 -1.303792 -1.246967 0.0136 -0.0673 0.1182 0.47
H -1.200336 -1.037969 0.440074 0.0108 -0.0673 -0.0556 0.32
H 0.453479 -0.415314 2.094035 -0.0882 -0.0087 0.0937 0.36
H 2.808242 0.041014 2.677516 0.0473 0.0119 0.1265 0.42
H 5.558254 1.066673 -0.659932 0.0163 -0.0044 0.1188 0.33
H 6.610702 0.918246 0.761453 -0.1136 -0.0063 -0.1426 0.31
H 5.481430 -1.464202 -0.803493 -0.0112 -0.0716 -0.0695 0.33
H 6.553399 -1.550815 0.593439 0.0493 -0.0646 0.0523 0.30
H 7.135293 -0.844466 -0.921373 0.0968 -0.0179 -0.0871 0.35
```
Forces are in eV/Å.

***

Result set for calculated total energy: -2271.0759; -936.9693; -1012.2872; -1087.4194; -1259.9689 Ha, one per record in the order listed.